Model P:
The following is a DFT calculation (the ωB97M-V functional and the def2-TZVPD basis) of a single C17H20N2O3 molecule.

Structure (XYZ):
```
42
Properties=species:S:1:pos:R:3
O -0.697 1.343 0.381
C -4.048 0.342 1.310
H 1.588 1.067 1.760
H 0.908 0.825 -2.085
C -2.608 -0.819 -0.306
N -2.140 2.220 1.927
C 0.015 -1.702 -2.559
C -0.971 -2.195 -1.491
H -4.782 -0.406 1.044
O -3.556 -1.423 -0.777
H 1.749 2.774 2.193
C 2.768 0.462 -1.108
C 1.602 0.074 -1.734
C -3.317 2.232 2.532
H 0.194 -2.518 -3.262
H -5.270 1.369 2.756
H 0.844 2.520 -0.122
C 0.208 2.380 0.754
H 2.017 -3.265 -1.619
H 3.008 1.504 -0.962
C 5.755 -0.915 0.432
H -1.899 -2.544 -1.950
O 4.791 -0.003 -0.034
C -1.884 1.295 1.017
H 6.546 -0.309 0.870
C -4.318 1.321 2.253
H -0.519 -3.024 -0.932
C -2.814 0.291 0.676
C 3.675 -0.492 -0.648
H -0.434 -0.869 -3.101
H 4.075 -2.605 -0.505
N -1.327 -1.138 -0.577
H -0.579 -0.567 -0.214
H -0.356 3.293 0.959
C 2.220 -2.213 -1.473
C 3.393 -1.839 -0.840
C 1.308 -1.271 -1.926
H 6.169 -1.515 -0.384
H 5.343 -1.579 1.200
H -3.444 3.015 3.267
H 0.392 1.831 2.824
C 1.040 1.984 1.965
```

For the HOMO-LUMO gap, the calculation gives 0.3412 Eh. Its highest occupied orbital energy is -8.513 eV. Its structure (SMILES) is CCOc1ncccc1C(=O)NCCc1ccc(OC)cc1. The net charge is 0.

Model Q:
The following is a DFT calculation (the ωB97M-V functional and the def2-TZVPD basis) of a single C17H20N2O3 molecule.

Structure (XYZ):
```
42
Properties=species:S:1:pos:R:3
C 0.381 1.341 -1.209
H 0.675 1.746 -2.152
H -1.611 4.025 4.065
C -0.693 4.559 4.328
C -0.064 -4.872 0.262
O -0.340 5.498 3.340
H 0.308 7.059 1.475
H -1.008 -5.458 -1.593
H -0.649 -3.157 1.414
H 0.768 4.084 -1.565
C -0.209 -3.355 0.436
C 0.154 -0.029 -0.925
C 0.191 3.372 0.375
H 0.842 6.446 -0.861
H -0.860 5.137 5.236
H -0.905 -3.710 -3.149
H -0.371 2.936 2.384
H -1.850 -3.336 -0.990
C -0.110 3.721 1.693
C 0.142 1.977 -0.016
C -0.066 5.051 2.086
C 0.371 -1.102 -1.931
C 0.831 -4.498 -2.131
H 0.841 -5.185 0.788
N -0.255 -2.289 -1.779
H 1.711 -4.109 -1.616
C 0.280 6.031 1.152
O 1.093 -0.858 -2.887
N -0.182 -0.179 0.335
H -1.514 -1.775 -0.218
C 0.002 -5.369 -1.186
H -0.905 -5.372 0.747
H 0.772 -2.879 0.430
C 0.038 -3.336 -2.735
O -0.193 1.046 0.901
C 0.576 5.679 -0.149
H 0.422 -6.377 -1.170
H 1.180 -5.113 -2.962
H 0.112 3.837 4.502
H 0.617 -2.874 -3.537
C 0.535 4.355 -0.549
C -1.057 -2.669 -0.641
```

For the HOMO-LUMO gap, the calculation gives 0.3265 Eh. Its highest occupied orbital energy is -8.549 eV. Its structure (SMILES) is COc1cccc(-c2cc(C(=O)N3CCCCCC3)no2)c1. The net charge is 0.

Model R:
The following is a DFT calculation (the ωB97M-V functional and the def2-TZVPD basis) of a single C17H20N2O3 molecule.

Structure (XYZ):
```
42
Properties=species:S:1:pos:R:3
H 0.470 1.930 0.912
H 1.732 -2.886 -3.341
N 1.884 -3.981 -1.541
C 1.635 -5.014 -3.782
H 2.042 -5.398 -0.022
H 1.777 -7.386 -1.580
H 6.484 -2.228 5.491
H 4.110 0.259 2.829
C 5.290 -0.871 4.232
N 2.558 -0.543 1.051
C 1.376 -6.372 -1.776
C 2.251 -5.302 -1.094
O 2.975 1.490 -0.208
H 2.707 -4.975 -4.065
H 1.771 -1.959 -1.129
C 1.311 -3.802 -2.877
C 2.220 -2.903 -0.776
C 2.429 0.895 0.668
H 4.161 -1.064 0.162
H 4.234 -4.072 2.270
C 3.482 -1.595 0.903
C 2.933 -2.977 0.360
C 5.476 -3.304 3.850
O 1.324 -2.035 2.226
H 5.556 0.048 4.870
C 0.779 0.360 2.399
O 1.325 -6.271 -3.189
H 1.025 0.431 3.456
C 4.528 -0.798 3.081
C 4.608 -3.164 2.774
H 3.089 -3.962 0.750
H -0.268 0.093 2.286
C 1.249 1.498 1.571
C 5.796 -2.164 4.659
H 0.193 -3.692 -2.844
C 4.206 -1.920 2.296
H 3.315 -5.545 -1.297
H 5.918 -4.300 4.110
C 1.549 -0.880 1.942
H 0.347 -6.296 -1.361
H 1.019 -4.983 -4.702
H 1.675 2.310 2.177
```

For the HOMO-LUMO gap, the calculation gives 0.2991 Eh. Its highest occupied orbital energy is -7.448 eV. Its structure (SMILES) is O=C1CCC(=O)N1[C@H](/C=C/N1CCOCC1)c1ccccc1. The net charge is 0.

Stability verdict: model P, ahead by 1.622 eV

Model P:
The following is a DFT calculation (the ωB97M-V functional and the def2-TZVPD basis) of a molecular structure, C26H20BrN4O5W.

Structure (XYZ):
```
57
Properties=species:S:1:pos:R:3
C 3.004 -2.160 -2.132
H -0.620 5.041 1.845
C -3.694 -0.776 2.375
H -5.238 -3.818 2.270
C 1.100 1.679 2.450
H -1.501 -3.416 -0.711
O 3.903 0.523 0.284
C -4.588 -1.799 2.668
H 4.383 -3.171 -3.385
H -3.505 -0.244 -1.076
C -3.528 0.023 -3.214
C 2.578 2.578 4.265
H -0.774 0.937 -4.990
N 0.146 1.795 1.503
C 1.505 2.749 3.224
H 6.067 -0.185 -0.767
O -1.874 0.015 1.112
H 3.565 2.678 3.808
H 2.527 1.597 4.736
C -1.549 -2.520 -0.097
C -2.760 0.344 -4.325
C 1.571 -1.051 -0.547
C 5.348 -1.707 -2.106
C -0.441 2.978 1.325
H 1.180 4.846 3.561
H 2.496 3.338 5.039
N -0.571 -1.651 -0.158
N -1.648 0.315 -1.810
C -0.112 4.104 2.026
O 1.446 0.969 -3.220
Br -1.827 2.932 0.043
C -2.598 -2.270 0.799
H -3.205 0.355 -5.312
H -5.362 -1.620 3.404
N 0.396 -1.515 -1.140
C 0.490 1.043 -2.539
C -3.543 -3.278 1.096
C 3.962 -0.450 -0.618
C 0.888 3.977 2.984
C -0.907 0.653 -2.891
H 1.530 0.699 2.592
H 6.337 -1.925 -2.492
C -4.523 -3.044 2.027
O 0.488 1.464 -1.210
H -4.580 -0.208 -3.308
H 2.140 -2.696 -2.499
C 4.240 -2.422 -2.619
W -0.404 0.297 -0.014
H 2.997 0.673 0.599
C 2.827 -1.187 -1.087
C -2.943 0.005 -1.965
C 5.215 -0.740 -1.135
H -3.459 -4.244 0.611
O 1.314 -0.360 0.581
H -3.768 0.192 2.853
C -1.413 0.666 -4.160
C -2.707 -1.010 1.448
```

For the HOMO-LUMO gap, the calculation gives 0.2136 Eh. Its highest occupied orbital energy is -17.073 eV. The net charge is +3.

Model Q:
The following is a DFT calculation (the ωB97M-V functional and the def2-TZVPD basis) of a molecular structure, C26H20BrN4O5W.

Structure (XYZ):
```
57
Properties=species:S:1:pos:R:3
O -4.029 0.489 2.721
H 2.639 -1.723 -1.128
N -1.072 -1.311 2.190
C -0.741 1.524 -2.072
C -3.182 1.187 -3.232
W -0.967 -0.382 0.239
C 3.197 4.672 2.163
C 1.560 -3.963 -2.062
H 0.455 -3.400 4.309
H 3.653 5.574 2.548
H 3.776 0.919 0.120
H -2.259 -4.287 -1.302
C -2.291 -1.410 4.245
C 0.880 -2.927 -1.375
O 0.055 1.029 0.849
O -2.522 0.305 1.033
N 1.979 0.189 0.055
O 4.234 1.719 0.418
C -3.039 0.025 2.304
C -0.173 -2.190 2.671
H 0.171 3.174 1.980
H -3.147 -1.076 4.816
H -0.522 4.344 -3.594
C -2.794 0.416 -2.152
C 3.985 3.748 1.522
C 1.232 3.339 1.854
H -4.155 1.027 -3.674
O -1.122 -2.068 -0.466
H 1.377 -5.873 -2.995
C -0.503 -3.081 -1.124
H 1.217 5.218 2.844
C 0.868 -5.079 -2.467
C -2.107 -0.938 2.968
H 0.643 -2.473 2.019
C -2.315 2.145 -3.720
H -2.617 2.759 -4.560
C -1.355 -2.311 4.747
H 0.143 3.160 -4.711
H -1.461 -2.704 5.750
C -0.288 -2.702 3.948
N -1.593 0.582 -1.560
H 2.619 -3.861 -2.264
N 1.037 -0.752 -0.290
C -0.500 -5.191 -2.193
C -1.203 -4.195 -1.513
C 1.571 -1.797 -0.941
H 5.048 3.897 1.394
C -1.050 2.325 -3.144
H 0.847 3.343 -3.099
H -1.034 -6.076 -2.516
C 1.810 4.474 2.333
C 3.417 2.577 1.018
C 2.018 2.360 1.182
C -0.085 3.347 -3.662
H 0.224 1.623 -1.591
Br -3.950 -0.909 -1.516
C 1.417 1.186 0.686
```

For the HOMO-LUMO gap (spin up / spin down), the calculation gives 0.1547 / 0.1546 Eh. Its highest occupied orbital energy (spin up / spin down) is -16.343 / -16.343 eV. The net charge is +3.

Stability verdict: model Q, ahead by 0.768 eV